Density functional theory data (ωB97M-V with the def2-TZVPD basis set) for a cluster of 4 separate species, C30H66B2N5O16 in total.

Computed properties:
Electronic energy = -73728.42578 eV
Multiplicity = 1
Gap between HOMO and LUMO = 9.21 eV
Molar mass = 774.50 g mol⁻¹
E_LUMO = -2.436 eV
Total charge = +1

Cartesian coordinates (Å):
1 C 1.2705 -4.6757 -5.7685
2 C 0.5728 -3.4274 -4.9116
3 B 0.6125 -3.6761 -3.2758
4 O 1.0203 -5.0417 -2.8209
5 C 0.2475 -2.5689 -2.1310
6 O 0.8231 -1.3312 -2.7550
7 C -0.3432 -0.3886 -2.8453
8 C 0.0543 0.4503 -4.1852
9 C 1.3264 1.4977 -3.9001
10 O 1.8000 1.9415 -5.2304
11 N -1.7491 -1.0168 -2.6808
12 C -2.4884 0.1151 -2.0220
13 C -3.9611 -0.3258 -1.3511
14 N -5.0834 0.4656 -1.3810
15 O -1.9354 -1.4548 -3.8951
16 B -3.0367 -1.0257 -4.7066
17 O -2.6790 -0.6301 -6.1210
18 O -4.4783 -0.9244 -4.4272
19 C -1.3478 -2.2084 -1.7801
20 C -1.1980 -1.9297 -0.1385
21 C -0.0982 -0.9281 0.4079
22 C 0.5485 -1.5480 1.8201
23 C 1.5160 -2.8485 1.5772
24 C 2.9842 -2.5095 0.9306
25 C 3.8591 -1.3973 1.7597
26 O 4.8210 -0.7981 0.7809
27 C 4.5134 0.6264 0.5778
28 C -2.2259 -3.5483 -1.6517
29 C -3.1409 -4.1673 -2.7921
30 N -2.6026 -4.3982 -4.1693
31 N -4.5127 -3.4597 -2.7505
32 N -3.5057 -5.5937 -2.3002
33 H 1.0273 -4.4942 -6.9155
34 H 2.4575 -4.5988 -5.6831
35 H 0.8515 -5.7290 -5.4704
36 H -0.5117 -3.2822 -5.3474
37 H 1.2544 -2.4785 -5.1424
38 H 2.0256 -5.1281 -2.8689
39 H 0.8809 -2.9729 -1.2028
40 H -0.0065 0.3974 -2.0114
41 H -0.8656 1.1383 -4.4768
42 H 0.2498 -0.2270 -5.1430
43 H 2.1992 0.9733 -3.2866
44 H 0.9515 2.4765 -3.3334
45 H 2.4483 2.7066 -5.1571
46 H -1.9336 0.5686 -1.0617
47 H -2.6200 1.0889 -2.7028
48 H -4.0306 -1.4019 -0.8583
49 H -4.8436 1.3508 -1.8790
50 H -1.7076 -0.8753 -6.2953
51 H -4.9867 -0.6379 -5.2646
52 H -2.2449 -1.6527 0.3646
53 H -0.9602 -3.0153 0.3033
54 H 0.8005 -0.6112 -0.2564
55 H -0.6269 0.0855 0.7540
56 H -0.4016 -1.9259 2.4360
57 H 1.0478 -0.6865 2.4440
58 H 1.7136 -3.3188 2.6568
59 H 1.0027 -3.7204 0.9582
60 H 3.6173 -3.5212 0.9571
61 H 2.8159 -2.2490 -0.1989
62 H 4.5125 -1.9574 2.5747
63 H 3.2234 -0.5900 2.3195
64 H 5.4501 1.1918 0.1233
65 H 3.6677 0.7079 -0.2555
66 H 4.2414 1.1963 1.5702
67 H -1.4883 -4.4142 -1.2777
68 H -2.9522 -3.4054 -0.7088
69 H -3.3829 -4.6699 -4.8296
70 H -1.9036 -5.1756 -4.1897
71 H -5.1196 -3.9681 -2.0683
72 H -4.9299 -3.4147 -3.7057
73 H -4.2361 -5.9652 -2.9515
74 H -2.6314 -6.1595 -2.3668
75 C 5.6811 7.7750 1.7862
76 C 6.0287 6.2961 1.7783
77 O 4.8484 5.4924 1.6551
78 C 4.3164 5.4189 0.4098
79 O 4.7532 5.9621 -0.5926
80 O 3.1936 4.6582 0.4747
81 C 2.4775 4.5830 -0.7555
82 H 4.9355 7.9914 2.5578
83 H 6.5718 8.3811 1.9710
84 H 5.2472 8.0863 0.8308
85 H 6.4952 6.0296 2.7329
86 H 6.7486 6.0525 0.9889
87 H 3.1258 4.2584 -1.5751
88 H 2.0261 5.5544 -0.9820
89 H 1.6765 3.8478 -0.6385
90 C 2.6050 4.0783 8.3119
91 C 3.6015 3.2324 7.5379
92 O 2.9937 2.6622 6.3717
93 C 2.8299 3.5070 5.3234
94 O 3.1558 4.6830 5.2892
95 O 2.2122 2.8253 4.3247
96 C 1.8882 3.6300 3.1936
97 H 1.7041 3.5001 8.5402
98 H 3.0447 4.4368 9.2462
99 H 2.2839 4.9472 7.7289
100 H 3.9295 2.3963 8.1649
101 H 4.4968 3.8041 7.2690
102 H 2.7666 4.1651 2.8200
103 H 1.0903 4.3327 3.4546
104 H 1.5237 2.9711 2.4006
105 C -6.7929 0.2617 1.6213
106 C -5.4091 -0.3641 1.5862
107 O -4.7419 -0.2047 2.8447
108 C -5.1440 -1.0431 3.8319
109 O -6.0020 -1.9065 3.7377
110 O -4.4466 -0.7369 4.9559
111 C -4.8472 -1.4825 6.1028
112 H -6.7354 1.3060 1.9440
113 H -7.2625 0.2186 0.6351
114 H -7.4444 -0.2541 2.3336
115 H -4.7986 0.1510 0.8366
116 H -5.4485 -1.4208 1.2987
117 H -4.8245 -2.5588 5.9066
118 H -5.8475 -1.1687 6.4184
119 H -4.1446 -1.2654 6.9121

Cartesian forces (eV/Å) of the 2 atoms listed first:
C 0.0 0.8 -0.7
C 1.1 -0.3 -0.8

These are the Mulliken partial charges, in e, on atoms 1 to 2:
1. C -1.12
2. C 0.34

Density functional theory data (ωB97M-V with the def2-TZVPD basis set) for a cluster of 11 separate species, C30H68N4O16 in total.

Computed properties:
Electronic energy = -70901.80248 eV
Multiplicity = 1
Gap between HOMO and LUMO = 6.20 eV
Molar mass = 740.89 g mol⁻¹
E_LUMO = -2.419 eV

Cartesian coordinates (Å):
1 C 4.7637 1.7711 -0.1338
2 C 4.3926 3.0371 -1.0098
3 O 4.9785 4.1197 -0.9248
4 N 3.5888 2.8419 -2.2952
5 H 2.8170 2.0096 -1.9792
6 H 3.2033 3.6025 -2.7328
7 C 4.3624 2.6705 -3.5430
8 H 3.8965 1.2444 0.1803
9 H 5.3934 2.1744 0.8517
10 H 5.4321 1.1691 -0.6356
11 H 4.8272 1.6733 -3.2811
12 H 5.0427 3.5896 -3.6542
13 H 3.7560 2.5388 -4.5248
14 C 2.1559 -0.3216 2.0687
15 C 0.7130 -0.5699 1.6519
16 O -0.1776 -0.9895 2.3590
17 N 0.1981 -0.0728 0.2800
18 H 0.1167 0.9254 0.2676
19 H 1.0634 -0.3012 -0.2615
20 C -1.0133 -0.6421 -0.2821
21 H 2.2851 0.6605 2.7031
22 H 2.8903 -0.2442 1.3409
23 H 2.7138 -1.2196 2.8142
24 H -1.3321 -0.4124 -1.2675
25 H -1.6916 -0.4269 0.4941
26 H -1.0552 -1.8306 -0.5080
27 N 1.3579 3.6194 1.0444
28 O 1.5409 2.4561 0.5755
29 O 1.3868 4.4852 0.1645
30 O 1.3031 3.8481 2.2269
31 N 2.0399 -0.3684 -2.4479
32 O 0.9048 -0.9206 -2.6315
33 O 2.4489 0.4020 -3.3148
34 O 2.4560 -0.3092 -1.2317
35 C 0.1708 -4.2142 3.3023
36 C -0.5249 -5.1866 4.1186
37 C 0.2568 -5.3463 5.4078
38 O -1.7438 -4.4782 4.4465
39 H -0.4668 -3.7459 2.3978
40 H 1.1253 -4.7149 2.7873
41 H 0.3897 -3.3728 3.9175
42 H -0.7108 -6.1425 3.4886
43 H 1.0719 -5.8081 5.0766
44 H -0.1954 -6.0290 6.1203
45 H 0.4179 -4.5363 6.0106
46 H -2.4555 -4.5934 3.8152
47 C -3.2915 -3.1242 1.3374
48 C -3.6621 -4.7301 1.4233
49 C -2.4792 -5.4705 0.7715
50 O -3.8768 -4.8595 2.7665
51 H -2.3542 -3.0137 1.7945
52 H -4.0744 -2.4410 1.6915
53 H -3.1889 -2.9389 0.2138
54 H -4.7087 -4.7772 1.0314
55 H -2.3235 -5.1907 -0.3200
56 H -2.6098 -6.5965 0.7750
57 H -1.4852 -5.2858 1.2198
58 H -4.5948 -4.5561 3.2684
59 C -1.3155 -3.5480 -4.4904
60 C 0.0119 -2.8646 -4.0325
61 C 0.3935 -1.7779 -4.9445
62 O -0.3981 -2.3605 -2.7845
63 H -1.2465 -3.8974 -5.5821
64 H -2.1627 -2.6250 -4.3006
65 H -1.3930 -4.3070 -3.8847
66 H 0.8540 -3.4850 -4.1621
67 H 0.6546 -2.2439 -5.9202
68 H 0.9996 -0.9697 -4.4256
69 H -0.2938 -0.9942 -5.3903
70 H 0.3332 -2.1164 -2.2567
71 C 4.8115 2.3377 6.1706
72 C 4.2702 2.9537 4.8410
73 C 5.0942 2.7673 3.5116
74 O 2.9090 2.4796 4.7760
75 H 5.4195 1.3064 5.8220
76 H 4.1172 2.2504 6.9882
77 H 5.7718 2.8144 6.4763
78 H 4.0051 3.9662 5.0338
79 H 6.1597 3.2140 3.5795
80 H 4.6825 3.1067 2.6125
81 H 5.3564 1.8543 3.4867
82 H 2.5878 3.0725 4.0132
83 C 0.4885 4.3708 -4.7681
84 C -0.0862 3.8902 -3.3822
85 C -0.5067 2.5608 -3.6119
86 O 1.2326 3.7274 -2.6520
87 H 1.3149 5.0788 -4.6526
88 H -0.4093 4.6237 -5.4532
89 H 0.8959 3.6253 -5.2735
90 H -0.5002 4.5772 -2.9363
91 H -0.9493 1.9670 -2.6869
92 H 0.2839 1.9756 -3.9685
93 H -1.5735 2.7539 -4.1907
94 H 0.9061 4.0073 -1.8215
95 C -2.0875 3.8128 -0.0304
96 C -2.8790 3.1312 1.1154
97 C -3.9045 2.3045 0.4389
98 O -2.1363 2.4023 1.9876
99 H -1.4416 4.3964 0.3194
100 H -2.7385 4.5066 -0.6660
101 H -1.2903 3.2133 -0.5264
102 H -3.5009 3.9004 1.7535
103 H -3.7210 1.6851 -0.3700
104 H -4.5969 3.0230 0.0906
105 H -4.4931 1.5305 1.0484
106 H -1.2803 2.9295 2.2758
107 C -3.5042 -1.8037 -1.9273
108 C -3.6126 -0.3787 -2.4566
109 C -4.6086 0.6278 -1.9158
110 O -4.6061 1.7761 -2.1899
111 C -5.5122 0.1552 -0.8562
112 C -5.4092 -1.2968 -0.3487
113 C -4.3313 -2.2752 -0.8467
114 O -4.2946 -3.4360 -0.2869
115 H -2.7313 -2.5553 -2.2662
116 H -2.9049 -0.0708 -3.2537
117 H -6.4939 0.9278 -0.5454
118 H -6.0853 -1.6546 0.4913

Cartesian forces (eV/Å) of the 2 atoms listed first:
C 0.0 4.2 2.7
C 3.6 2.5 -0.4

These are the Mulliken partial charges, in e, on atoms 1 to 2:
1. C -0.41
2. C 0.57

Density functional theory data (ωB97M-V with the def2-TZVPD basis set) for a structure of composition C30H69Ca3N3O11P2.

Computed properties:
Electronic energy = -133102.02592 eV
Multiplicity = 1
Gap between HOMO and LUMO = 1.76 eV
Molar mass = 830.07 g mol⁻¹
E_LUMO = -2.982 eV

Cartesian coordinates (Å):
1 Ca 3.9975 0.8315 -2.2608
2 Ca 2.1773 3.4485 2.7454
3 Ca -3.5099 -1.1858 2.8017
4 P 5.8897 4.2228 0.0590
5 O 4.8922 5.1792 0.6818
6 O 5.5633 2.8005 0.6208
7 O 7.3173 4.7699 0.1070
8 O 5.7000 4.2031 -1.4532
9 P 0.0021 0.3726 0.0478
10 O 0.6483 1.7142 -0.3652
11 O -1.5580 0.2465 -0.1853
12 O -0.0251 0.4310 1.6211
13 O 0.8924 -0.7287 -0.6227
14 C -6.1771 5.4944 -4.5499
15 C -5.2882 4.4562 -3.9216
16 C -4.2944 5.2329 -3.0290
17 O -4.8911 6.5191 -2.9778
18 C -5.4969 6.8253 -4.2022
19 H -7.1299 5.4012 -4.0287
20 H -6.3236 5.4358 -5.6284
21 H -4.7207 4.0602 -4.7637
22 H -5.7937 3.6407 -3.4044
23 H -3.2409 5.1941 -3.3060
24 H -4.2958 4.7807 -2.0373
25 H -4.7200 7.0916 -4.9189
26 H -6.1716 7.6604 -4.0140
27 C -2.1911 -8.0583 2.7905
28 C -0.8097 -7.8561 2.1400
29 C -0.7974 -6.3246 1.8886
30 O -1.8282 -5.8408 2.7473
31 C -2.2742 -6.8536 3.6554
32 H -2.2570 -8.9013 3.4783
33 H -2.9925 -8.0484 2.0517
34 H -0.7252 -8.3934 1.1955
35 H 0.0661 -8.1745 2.7053
36 H -1.0472 -6.1771 0.8379
37 H 0.1296 -5.8556 2.2184
38 H -3.2731 -6.5747 3.9910
39 H -1.7018 -6.8783 4.5827
40 C 0.0314 1.9421 -7.9118
41 C 0.9063 3.2088 -7.8074
42 C 2.2279 2.5933 -7.3367
43 O 1.8015 1.5289 -6.4505
44 C 0.3881 1.2773 -6.5269
45 H 0.1891 1.2930 -8.7732
46 H -1.0373 2.1559 -7.8988
47 H 0.4926 3.8689 -7.0451
48 H 1.0396 3.7498 -8.7443
49 H 2.8302 3.3562 -6.8434
50 H 2.7932 2.0826 -8.1162
51 H -0.1612 1.7953 -5.7408
52 H 0.0613 0.2377 -6.5488
53 C 2.1654 2.2144 9.1118
54 C 2.1743 2.3114 7.6076
55 N 3.2424 3.1455 7.0264
56 C 4.5390 2.4374 7.1002
57 C 4.4999 1.0520 6.3835
58 C 3.2650 4.4454 7.7098
59 C 4.1720 5.4504 7.0274
60 H 3.1679 2.0454 9.5050
61 H 1.6179 1.3160 9.3967
62 H 1.7342 3.0847 9.6066
63 H 2.2084 1.2985 7.2065
64 H 1.2193 2.6916 7.2448
65 H 5.3096 3.0152 6.5899
66 H 4.9008 2.3587 8.1254
67 H 3.7372 0.9913 5.6072
68 H 5.4289 0.8482 5.8510
69 H 4.3981 0.2756 7.1418
70 H 3.5820 4.3077 8.7436
71 H 2.2727 4.8965 7.7048
72 H 3.7623 5.7254 6.0555
73 H 5.1766 5.0479 6.8976
74 H 4.2281 6.3557 7.6319
75 C 8.0985 -0.2110 -4.9614
76 C 8.0754 -1.3165 -3.8979
77 N 6.8014 -1.9988 -3.6966
78 C 7.0631 -3.0772 -2.7008
79 C 7.0469 -2.5944 -1.2647
80 C 6.4335 -2.6569 -4.9859
81 C 5.0952 -3.4189 -4.9247
82 H 8.0932 -0.6591 -5.9550
83 H 9.0151 0.3772 -4.9182
84 H 7.3446 0.5761 -4.9498
85 H 8.7474 -2.1283 -4.1762
86 H 8.4031 -0.8067 -2.9919
87 H 8.0029 -3.6030 -2.8691
88 H 6.3121 -3.8591 -2.8132
89 H 7.3946 -3.3766 -0.5899
90 H 6.0747 -2.3889 -0.8167
91 H 7.6666 -1.7069 -1.1370
92 H 6.2956 -1.8974 -5.7555
93 H 7.2682 -3.2734 -5.3194
94 H 4.6661 -3.5577 -5.9171
95 H 5.2827 -4.4346 -4.5764
96 H 4.2939 -2.9495 -4.3541
97 C -8.1330 0.3934 1.5717
98 C -8.6598 -0.9645 2.0434
99 N -7.9066 -2.1359 1.5302
100 C -8.4455 -3.3375 2.2386
101 C -9.8907 -3.6965 1.9739
102 C -7.9769 -2.3042 0.0497
103 C -7.2755 -3.5543 -0.4594
104 H -7.0520 0.5333 1.5795
105 H -8.4681 1.2107 2.2103
106 H -8.5808 0.4936 0.5831
107 H -8.6964 -0.9936 3.1324
108 H -9.6948 -1.0807 1.7221
109 H -7.8248 -4.2018 2.0024
110 H -8.2881 -3.2418 3.3129
111 H -10.0074 -4.2095 1.0193
112 H -10.2480 -4.4051 2.7211
113 H -10.5506 -2.8295 1.9439
114 H -7.5686 -1.4167 -0.4338
115 H -9.0292 -2.2318 -0.2248
116 H -6.1976 -3.4821 -0.3146
117 H -7.5485 -3.6674 -1.5086
118 H -7.5377 -4.4823 0.0488

Cartesian forces (eV/Å) of the 2 atoms listed first:
Ca -0.7 0.9 1.6
Ca 0.5 -0.6 -1.5

These are the Mulliken partial charges, in e, on atoms 1 to 2:
1. Ca 1.62
2. Ca 1.25

Density functional theory data (ωB97M-V with the def2-TZVPD basis set) for a structure of composition C30H70F6KNO18S2.

Computed properties:
Electronic energy = -124874.13460 eV
Multiplicity = 1
Gap between HOMO and LUMO = 6.22 eV
Molar mass = 950.10 g mol⁻¹
E_LUMO = -2.140 eV

Cartesian coordinates (Å):
1 K -1.1442 1.6588 5.5967
2 C -0.9023 -0.0756 -1.5246
3 F -1.5595 0.0599 -2.6623
4 F -1.7994 -0.5582 -0.7698
5 F 0.1437 -0.9642 -1.6343
6 S -0.4335 1.6620 -0.8724
7 O 0.1704 2.3534 -2.0280
8 O -1.7570 2.1753 -0.4083
9 N 0.5782 1.2618 0.5065
10 S 1.9663 1.6114 -0.0074
11 O 2.4518 0.5836 -0.9184
12 O 2.1089 3.0036 -0.3692
13 C 2.9990 1.5603 1.6980
14 F 2.2269 2.1657 2.6664
15 F 3.2045 0.3057 2.0842
16 F 4.2375 2.1911 1.4641
17 C 1.3563 -0.3808 -9.1322
18 O 2.6693 0.1631 -9.0057
19 C 3.4874 -0.4847 -7.9614
20 C 4.9909 -0.0050 -8.0016
21 O 5.3607 0.1038 -9.3621
22 C 6.6509 0.5733 -9.5815
23 H 0.6680 0.2662 -9.6763
24 H 0.9495 -0.6321 -8.1527
25 H 1.4361 -1.2695 -9.7582
26 H 3.5726 -1.5377 -8.2298
27 H 3.0823 -0.4699 -6.9496
28 H 5.6412 -0.6689 -7.4320
29 H 5.1621 0.8851 -7.3962
30 H 7.3497 -0.2546 -9.7013
31 H 7.0408 1.1474 -8.7409
32 H 6.5565 0.9808 -10.5881
33 C 13.4416 0.8752 4.0728
34 O 12.5122 1.9681 3.9600
35 C 13.0569 3.2948 3.8972
36 C 13.8327 3.8601 5.1059
37 O 13.1011 3.7147 6.2856
38 C 13.7722 4.1473 7.4525
39 H 14.1600 1.0852 4.8652
40 H 13.9903 0.9183 3.1320
41 H 13.0280 -0.1065 4.3036
42 H 12.2184 3.9500 3.6610
43 H 13.7309 3.3758 3.0444
44 H 14.1218 4.8922 4.9076
45 H 14.7176 3.2295 5.1918
46 H 14.7082 3.6411 7.6887
47 H 13.1605 4.1801 8.3541
48 H 14.1815 5.1500 7.3298
49 C -5.4544 -1.0303 4.6443
50 O -5.3618 0.0289 5.5692
51 C -6.5789 0.8041 5.8049
52 C -6.4949 2.0808 4.9382
53 O -5.3885 2.9006 5.2447
54 C -5.4667 4.1857 4.6031
55 H -6.1572 -0.7070 3.8763
56 H -5.7665 -1.9156 5.1982
57 H -4.5323 -1.2262 4.0971
58 H -6.5570 1.0619 6.8638
59 H -7.3650 0.0859 5.5718
60 H -7.4541 2.5467 5.1644
61 H -6.4698 1.7134 3.9123
62 H -5.3909 3.9912 3.5333
63 H -4.5963 4.7824 4.8761
64 H -6.4445 4.5709 4.8924
65 C -12.6110 10.1610 4.9709
66 O -11.8698 9.8628 3.7990
67 C -11.4939 8.4650 3.6998
68 C -10.8571 8.3308 2.3345
69 O -10.1700 7.1340 2.0287
70 C -9.8089 6.9311 0.6369
71 H -13.2106 11.0394 4.7322
72 H -12.0268 10.3186 5.8775
73 H -13.3070 9.3700 5.2500
74 H -12.3578 7.8011 3.7304
75 H -10.7396 8.1414 4.4171
76 H -10.1027 9.0955 2.1491
77 H -11.6469 8.4012 1.5866
78 H -10.6027 6.3285 0.1955
79 H -8.8988 6.3349 0.5717
80 H -9.5091 7.8467 0.1270
81 C -8.7494 -3.0576 -5.2187
82 O -9.2535 -3.4170 -6.4551
83 C -8.9547 -2.4866 -7.4824
84 C -9.7074 -1.1597 -7.5884
85 O -9.1603 -0.0782 -6.8869
86 C -9.8338 1.1523 -7.2353
87 H -7.6798 -2.9068 -5.3643
88 H -8.9617 -3.8129 -4.4620
89 H -9.0088 -2.1932 -4.6075
90 H -9.1610 -3.0400 -8.3985
91 H -7.8667 -2.4545 -7.5394
92 H -10.7276 -1.3353 -7.2470
93 H -9.8516 -0.8719 -8.6298
94 H -10.8640 1.0611 -6.8910
95 H -9.7189 1.4630 -8.2737
96 H -9.4116 1.9147 -6.5807
97 C 8.4379 -0.3884 11.9609
98 O 8.2109 -1.4840 11.0045
99 C 8.9232 -1.4173 9.8158
100 C 8.6407 -2.6004 8.9079
101 O 8.7488 -3.8008 9.6814
102 C 10.0609 -4.2882 9.7435
103 H 8.5299 -0.6762 13.0082
104 H 7.7511 0.4380 11.7778
105 H 9.4584 -0.0236 11.8442
106 H 9.9714 -1.2377 10.0548
107 H 8.5741 -0.4995 9.3425
108 H 9.2827 -2.5930 8.0270
109 H 7.6365 -2.4708 8.5044
110 H 10.1289 -5.1999 10.3372
111 H 10.8144 -3.6633 10.2230
112 H 10.5158 -4.4441 8.7653
113 C -1.5845 -12.3234 -9.7833
114 O -2.5262 -12.0021 -8.8347
115 C -2.1334 -11.4948 -7.5747
116 C -1.1382 -10.2474 -7.5879
117 O -1.0477 -9.5828 -6.2677
118 C -0.1679 -8.4918 -6.3147
119 H -2.0423 -13.0962 -10.4008
120 H -0.6374 -12.6742 -9.3733
121 H -1.2813 -11.3971 -10.2712
122 H -1.5573 -12.2760 -7.0788
123 H -2.9629 -11.2345 -6.9171
124 H -1.4105 -9.4407 -8.2685
125 H -0.1710 -10.6383 -7.9036
126 H 0.8336 -8.8353 -6.5739
127 H -0.0311 -8.0599 -5.3234
128 H -0.4241 -7.6557 -6.9653

Cartesian forces (eV/Å) of the 2 atoms listed first:
K -0.1 0.0 -0.3
C 1.9 0.6 -0.9

These are the Mulliken partial charges, in e, on atoms 1 to 2:
1. K 0.98
2. C 0.69